No. 1
This record from the OMol25 dataset describes a cluster of 2 separate species, C3HF3N2O3 in total in a non-equilibrium geometry. The level of theory is ωB97M-V with the def2-TZVPD basis set.

Geometry as XYZ:
```
12
Properties=species:S:1:pos:R:3:mulliken_charge:R:1
F -2.40 0.55 -1.04 -0.19
C -1.50 0.82 -0.06 0.61
F -1.01 2.04 -0.23 -0.18
C 0.65 -0.69 -0.30 0.08
O 1.07 -0.32 -1.49 -0.45
N -1.06 -2.50 0.38 -0.40
F -1.76 0.55 1.16 -0.12
O 0.93 0.04 1.85 -0.53
H 1.88 0.31 -1.22 0.47
C -0.23 -1.75 0.06 0.30
N 1.24 0.11 0.67 1.15
O 2.18 0.82 0.22 -0.73
```

Output
Energy above the lowest of the compared OMol25 structures with the same formula, charge and spin in kcal per mole: 59.1
DFT total energy in a.u.: -749.51588
E_HOMO (alpha / beta) in eV: -10.04 / -9.82
Largest force on an atom in eV/A: 2.95

No. 2
This record from the OMol25 dataset describes the molecule C3HF3S in a non-equilibrium geometry. The level of theory is ωB97M-V with the def2-TZVPD basis set.

Geometry as XYZ:
```
8
Properties=species:S:1:pos:R:3:mulliken_charge:R:1
F -0.42 0.56 -1.83 -0.23
F -0.57 1.35 0.15 -0.22
H 0.37 -0.60 1.65 0.25
C 0.23 0.64 -0.66 0.81
S -0.84 -1.56 0.05 0.08
F 1.23 1.53 -0.89 -0.26
C 0.65 -0.78 -0.11 -0.25
C -0.64 -1.14 1.64 -0.17
```

Output
Expectation value of S²: 2.016
Energy above the lowest of the compared OMol25 structures with the same formula, charge and spin in kcal per mole: 59.4
DFT total energy in a.u.: -812.41296
2S+1: 3
E_HOMO (alpha / beta) in eV: -8.30 / -10.13
Largest force on an atom in eV/A: 4.56

No. 3
This record from the OMol25 dataset describes the molecule C3HFN2O2 in a non-equilibrium geometry. The level of theory is ωB97M-V with the def2-TZVPD basis set.

Geometry as XYZ:
```
9
Properties=species:S:1:pos:R:3:mulliken_charge:R:1
N -1.09 -2.05 -0.78 0.58
C 0.27 0.03 -0.86 -0.03
O -1.79 -2.98 -0.63 -0.57
N 0.05 0.52 0.29 -0.28
O -0.09 2.50 1.43 -0.41
C -0.49 -1.13 -1.20 -0.05
C 0.46 1.51 1.17 0.54
F 1.56 1.11 1.92 -0.21
H 1.12 0.48 -1.33 0.44
```

Output
Energy above the lowest of the compared OMol25 structures with the same formula, charge and spin in kcal per mole: 65.9
DFT total energy in a.u.: -474.64716
SMILES: O=C(F)/N=C/C#[N+][O-]
E_HOMO in eV: -10.64
Largest force on an atom in eV/A: 3.44

No. 4
This record from the OMol25 dataset describes the ion C3HFN5O with charge -1 in a non-equilibrium geometry. The level of theory is ωB97M-V with the def2-TZVPD basis set.

Geometry as XYZ:
```
11
Properties=species:S:1:pos:R:3:mulliken_charge:R:1
N -2.54 -0.30 -0.41 -0.54
C 2.52 -0.07 -0.43 0.74
H -0.86 -1.51 -0.25 0.26
C -0.62 0.60 0.23 0.65
F 1.39 -1.49 1.04 -0.32
N -1.58 1.53 0.22 -0.42
C 1.55 -0.20 0.44 -0.07
N 0.63 0.78 0.58 -0.70
N -1.23 -0.58 -0.17 0.21
N -2.70 0.93 -0.17 -0.31
O 3.45 0.31 -1.08 -0.51
```

Output
Charge: -1
Energy above the lowest of the compared OMol25 structures with the same formula, charge and spin in kcal per mole: 0.0
DFT total energy in a.u.: -563.78110
E_HOMO in eV: -3.54
Largest force on an atom in eV/A: 1.50

No. 5
This record from the OMol25 dataset describes a structure of composition C3HFNaO in a non-equilibrium geometry. The level of theory is ωB97M-V with the def2-TZVPD basis set.

Geometry as XYZ:
```
7
Properties=species:S:1:pos:R:3:mulliken_charge:R:1
Na -1.13 1.59 -1.35 0.89
C 1.17 -0.99 0.51 0.42
H -0.70 -0.92 1.91 0.17
O 2.16 -1.66 0.21 -0.63
C -0.26 -0.43 0.16 -0.36
F -1.54 2.88 -2.85 -0.96
C 0.29 -0.47 1.42 -0.53
```

Output
Charge: -1
DFT total energy in a.u.: -452.24936
E_HOMO in eV: -3.47
Largest force on an atom in eV/A: 5.66

No. 6
This record from the OMol25 dataset describes the molecule C3HFO in a non-equilibrium geometry. The level of theory is ωB97M-V with the def2-TZVPD basis set.

Geometry as XYZ:
```
6
Properties=species:S:1:pos:R:3:mulliken_charge:R:1
F 1.67 -1.10 -0.02 -0.16
O 1.82 1.20 -0.01 -0.36
C 1.23 0.18 -0.06 0.47
C -0.45 -0.01 -0.07 -0.61
H -2.63 -0.23 0.19 0.42
C -1.64 -0.03 -0.02 0.23
```

Output
Energy above the lowest of the compared OMol25 structures with the same formula, charge and spin in kcal per mole: 3.9
DFT total energy in a.u.: -289.92386
SMILES: C#CC(=O)F
E_HOMO in eV: -11.39
Largest force on an atom in eV/A: 5.71

No. 7
This record from the OMol25 dataset describes a structure of composition C3HFO3Tl in a non-equilibrium geometry. The level of theory is ωB97M-V with the def2-TZVPD basis set.

Geometry as XYZ:
```
9
Properties=species:S:1:pos:R:3:mulliken_charge:R:1
O 0.99 0.19 0.57 -0.26
O 1.01 -1.75 -0.42 -0.22
Tl -1.61 1.48 -0.47 1.08
F -2.69 1.82 0.99 -0.36
H -1.03 -1.88 -0.90 0.41
C 1.74 -0.88 0.29 0.62
C -0.33 -0.02 0.10 0.24
C -0.26 -1.20 -0.56 -0.10
O 2.92 -1.00 0.54 -0.41
```

Output
Charge: +1
DFT total energy in a.u.: -612.53073
E_HOMO (alpha / beta) in eV: -14.92 / -14.93
Largest force on an atom in eV/A: 4.41

No. 8
This record from the OMol25 dataset describes a structure of composition C3HHgO3 in a non-equilibrium geometry. The level of theory is ωB97M-V with the def2-TZVPD basis set.

Geometry as XYZ:
```
8
Properties=species:S:1:pos:R:3:mulliken_charge:R:1
O -0.14 0.00 0.79 -0.56
O 2.00 -0.80 -1.89 -0.17
Hg -1.84 -0.77 0.26 0.71
O -2.12 2.54 0.21 -0.11
C 0.99 -0.61 0.38 -0.32
C -1.94 1.44 0.00 0.30
C 1.49 -0.62 -0.86 0.79
H 1.57 -1.18 1.12 0.36
```

Output
Charge: +1
Energy above the lowest of the compared OMol25 structures with the same formula, charge and spin in kcal per mole: 0.0
DFT total energy in a.u.: -493.61482
E_HOMO (alpha / beta) in eV: -14.51 / -13.32
Largest force on an atom in eV/A: 6.64